[1]
Molecular formula: C15H7Cl9Cr2O8
Method: DFT, the ωB97M-V functional and the def2-TZVPD basis

The HOMO energy (spin up / spin down) comes out at -7.3 / -7.3 eV. The LUMO energy (spin up / spin down) is -0.1196 / -0.1212 hartree. As for the HOMO-LUMO gap (spin up / spin down): 4.01 / 4.04 eV.

The geometry in ORCA input format:
```
! RIJCOSX wB97M-V def2-TZVPD def2/J DEFGRID3
* xyz 0 9
Cr 4.11792 1.19749 -0.89879
Cr -2.31851 -2.31718 0.38867
C 1.60261 -1.93666 -0.94809
C 2.43546 -0.92910 -0.61693
C 2.11427 0.01527 0.50979
O 2.97015 1.00101 0.63870
C 1.04445 -0.17223 1.30197
C 0.20178 -1.29293 1.06706
C 0.44365 -2.17694 -0.15969
O -0.40452 -3.00800 -0.45349
O -0.82771 -1.48244 1.70463
O 3.48422 -0.57818 -1.32055
H 1.82243 -2.52569 -1.82593
H 0.73529 0.51563 2.07397
C -3.60554 0.15481 -2.54011
C -4.00592 1.53834 -2.42835
C -4.26824 2.08490 -1.01063
O -4.41611 3.27491 -0.86449
C -4.18837 1.17608 0.10405
C -3.81302 -0.10325 -0.07401
C -3.41685 -0.61630 -1.43776
O -2.86797 -1.80855 -1.42796
O -3.60260 -0.93709 0.91132
O -4.05461 2.28701 -3.37260
H -3.40863 -0.26101 -3.52000
H -4.40721 1.53510 1.10188
C 3.01963 2.52973 3.49031
Cl 2.36954 2.55988 5.13402
Cl 4.63642 1.84796 3.48966
Cl 2.97561 4.14402 2.79793
H 2.37654 1.89939 2.89362
C 4.06957 -4.86542 -2.60731
Cl 5.35035 -6.05459 -2.82646
Cl 3.75414 -4.60263 -0.88555
Cl 2.59266 -5.33830 -3.43290
H 4.41087 -3.93053 -3.02982
C -1.46429 3.37977 1.53656
Cl -1.71766 3.02533 3.25409
Cl 0.25497 3.15095 1.13589
Cl -1.97021 4.98686 1.16238
H -2.02456 2.63259 0.98490
*
```



[2]
Molecular formula: C32H31ClN4O5
Method: DFT, the ωB97M-V functional and the def2-TZVPD basis

The HOMO energy comes out at -9.0 eV. The LUMO energy is -0.0195 hartree. As for the HOMO-LUMO gap: 8.47 eV.

The geometry in ORCA input format:
```
! RIJCOSX wB97M-V def2-TZVPD def2/J DEFGRID3
* xyz 0 1
C -1.88979 4.63441 1.80986
H -2.55000 4.53841 2.66930
O -0.59961 4.85813 2.33830
C 0.42023 5.00054 1.42725
C 1.05201 6.23632 1.34393
C 2.10266 6.41756 0.46816
C 2.54366 5.37863 -0.33439
C 1.93651 4.13412 -0.25060
C 0.85460 3.93836 0.62798
C 0.25476 2.61281 0.74772
C 0.04459 1.84452 1.87391
C -0.46942 0.62768 1.39158
N -0.55768 0.65133 0.06558
N -0.12497 1.84640 -0.31804
C -0.11394 2.21843 -1.66699
C -0.55559 3.46661 -2.04354
C -0.49623 3.81952 -3.39992
N -0.05853 3.03164 -4.33989
C 0.35922 1.79640 -4.00351
C 0.82690 0.95517 -5.03380
C 1.27657 -0.30143 -4.73407
C 1.29258 -0.77322 -3.41023
C 0.84324 0.02528 -2.39694
C 0.35527 1.32053 -2.66074
H 0.85513 -0.33306 -1.37977
H 1.66391 -1.76551 -3.20796
Cl 1.85001 -1.33879 -5.98828
H 0.81600 1.33197 -6.04328
H -0.82855 4.79905 -3.71802
H -0.93536 4.16793 -1.31775
C -0.84213 -0.57813 2.14484
O -0.66369 -0.68468 3.35751
N -1.38164 -1.53144 1.36810
H -1.50773 -1.27682 0.39818
C -1.61632 -2.93129 1.71804
C -1.92906 -3.70631 0.42604
C -2.18448 -5.18390 0.73511
H -3.05227 -5.28391 1.38461
C -0.95072 -5.79003 1.39844
C -0.64791 -5.02785 2.68717
C -0.36389 -3.56070 2.36519
C 0.81667 -3.46189 1.39778
C 0.49674 -4.22237 0.11219
C 0.24122 -5.69098 0.44719
H 0.03367 -6.25111 -0.46714
H 1.12900 -6.12574 0.91187
C -0.74576 -3.61908 -0.54361
H -0.99168 -4.17450 -1.45115
H -0.54265 -2.58759 -0.84121
H 1.34581 -4.14602 -0.57678
H 1.70285 -3.88919 1.87174
H 1.03523 -2.41458 1.17486
H -0.11176 -3.02934 3.28780
H -1.49662 -5.10363 3.37023
H 0.22257 -5.46169 3.18420
H -1.14395 -6.84130 1.63542
H -2.40165 -5.70771 -0.19824
H -2.82696 -3.27548 -0.02987
C -2.81599 -2.95789 2.70814
O -3.86314 -3.48544 2.44680
O -2.61178 -2.34439 3.85688
H -1.78316 -1.78241 3.86412
H 0.23233 2.11000 2.89249
O 2.32784 3.03372 -0.95428
C 3.35756 3.16386 -1.90526
H 3.46529 2.17737 -2.35406
H 4.30214 3.45516 -1.43707
H 3.09243 3.88586 -2.68375
H 3.36846 5.54318 -1.00799
H 2.58813 7.37899 0.40249
H 0.70559 7.03673 1.97755
H -2.21269 5.48370 1.19653
H -1.94411 3.71907 1.21307
*
```



Per-record F_max, eV Å⁻¹: 1.654; 1.132